# 1
{
  "formula": "C12H11BrOS",
  "method": "wB97M-V/def2-TZVPD",
  "relative_energy_kcal_mol": 1.1,
  "e_homo_ev": [-7.923, -7.473],
  "orbital_gap_ha": [0.2585, 0.2345],
  "lumo_ha": [-0.033, -0.040],
  "smiles": "Cc1ccc(C2=S(=O)=C(Br)C=CC2)cc1",
  "molar_mass_g_mol": 283.19,
  "total_energy_ev": -95541.831,
  "elements": ["C", "C", "C", "C", "C", "C", "S", "O", "C", "Br", "C", "C", "C", "C", "C", "H", "H", "H", "H", "H", "H", "H", "H", "H", "H", "H"],
  "positions_angstrom": [[3.66, -2.53, -0.30], [2.52, -1.49, -0.34], [1.49, -1.71, -1.31], [0.28, -1.01, -1.23], [0.15, 0.12, -0.39], [-0.86, 1.06, -0.40], [-2.48, 0.45, -1.14], [-2.86, 1.67, -1.82], [-3.44, 0.26, 0.40], [-4.43, -1.33, 0.47], [-3.41, 1.30, 1.26], [-2.43, 2.25, 1.25], [-1.09, 2.17, 0.55], [1.31, 0.42, 0.37], [2.34, -0.45, 0.54], [4.06, -2.81, 0.65], [3.21, -3.40, -0.62], [4.61, -2.11, -0.88], [1.47, -2.50, -2.13], [-0.50, -1.22, -1.80], [-4.07, 1.63, 2.04], [-2.80, 3.11, 1.76], [-1.11, 2.91, -0.28], [-0.29, 2.33, 1.12], [1.48, 1.25, 1.02], [3.18, -0.39, 1.19]],
  "nbo_charge": [-0.63, 0.02, -0.21, -0.15, -0.16, -0.06, 1.25, -0.98, -0.34, 0.12, -0.32, -0.08, -0.55, -0.17, -0.22, 0.22, 0.22, 0.22, 0.22, 0.20, 0.24, 0.20, 0.29, 0.24, 0.21, 0.21]
}



# 2
{
  "formula": "C12H11ErF9O5S",
  "method": "wB97M-V/def2-TZVPD",
  "multiplicity": 4,
  "e_homo_ev": [-20.583, -19.426],
  "orbital_gap_ha": [0.3106, 0.1801],
  "total_charge": 3,
  "lumo_ha": [-0.446, -0.534],
  "s_squared": 3.76,
  "molar_mass_g_mol": 605.52,
  "total_energy_ev": -85737.442,
  "elements": ["O", "C", "O", "C", "C", "C", "C", "C", "C", "C", "C", "F", "F", "C", "F", "F", "S", "F", "F", "F", "F", "F", "C", "O", "O", "C", "O", "H", "H", "H", "H", "H", "H", "H", "H", "H", "H", "H", "Er"],
  "positions_angstrom": [[1.65, -0.32, 2.75], [2.53, -0.53, 1.96], [3.13, -1.83, 1.96], [3.13, 0.43, 1.01], [2.10, 1.45, 0.46], [2.38, 1.89, -1.00], [1.38, 1.56, -2.01], [0.45, 0.51, -2.16], [0.17, -0.63, -1.30], [-1.22, -0.44, -0.60], [-1.44, -1.50, 0.46], [-1.02, -2.71, -0.01], [-0.61, -1.27, 1.57], [-2.89, -1.73, 0.96], [-3.56, -2.21, -0.09], [-2.81, -2.68, 1.91], [-3.81, -0.21, 1.63], [-3.62, -0.71, 3.11], [-5.15, -1.00, 1.50], [-3.90, 0.29, 0.14], [-2.40, 0.55, 1.76], [-4.53, 1.06, 2.12], [-0.25, 0.76, -3.47], [-1.25, 0.20, -3.82], [0.39, 1.77, -4.12], [1.26, 2.42, -3.26], [1.78, 3.45, -3.44], [2.51, -2.53, 1.71], [3.90, 0.96, 1.58], [3.67, -0.12, 0.25], [1.08, 1.10, 0.60], [2.18, 2.35, 1.07], [3.34, 1.52, -1.38], [2.49, 2.98, -1.04], [0.96, -0.76, -0.57], [0.08, -1.51, -1.93], [-2.01, -0.49, -1.35], [-1.28, 0.54, -0.15], [1.19, -2.61, 3.21]],
  "lowdin_spin": [0.00, 0.00, 0.00, 0.00, 0.01, 0.06, 0.29, 0.31, 0.05, 0.04, 0.01, 0.00, 0.00, 0.00, 0.00, 0.00, 0.00, 0.00, 0.00, 0.00, 0.00, 0.00, 0.02, 0.07, 0.02, 0.02, 0.04, 0.00, 0.00, 0.00, 0.00, 0.00, 0.03, 0.01, 0.00, 0.01, 0.00, 0.00, 2.01]
}



# 3
{
  "formula": "C12H11N3O",
  "method": "wB97M-V/def2-TZVPD",
  "relative_energy_kcal_mol": 31.2,
  "e_homo_ev": -7.745,
  "orbital_gap_ha": 0.3083,
  "lumo_ha": 0.024,
  "smiles": "Oc1ncnc2c1CN(c1ccccc1)C2",
  "molar_mass_g_mol": 213.24,
  "total_energy_ev": -19138.583,
  "elements": ["O", "C", "N", "C", "N", "C", "C", "C", "N", "C", "C", "C", "C", "C", "C", "C", "H", "H", "H", "H", "H", "H", "H", "H", "H", "H", "H"],
  "positions_angstrom": [[3.40, -2.09, -0.99], [2.13, -2.52, -1.02], [1.83, -3.78, -1.17], [0.57, -4.16, -1.31], [-0.45, -3.39, -1.03], [-0.07, -2.11, -0.79], [1.12, -1.53, -0.95], [1.05, -0.07, -0.75], [-0.25, 0.06, -0.08], [-0.61, 1.28, 0.58], [0.33, 2.09, 1.31], [-0.11, 3.24, 1.93], [-1.41, 3.79, 1.67], [-2.41, 3.09, 0.95], [-2.00, 1.77, 0.53], [-1.15, -1.11, -0.33], [3.83, -2.92, -1.29], [0.47, -5.18, -1.51], [1.86, 0.12, -0.24], [1.04, 0.56, -1.62], [1.40, 1.77, 1.35], [0.55, 3.93, 2.53], [-1.46, 4.77, 2.15], [-3.42, 3.55, 0.77], [-2.76, 1.27, -0.08], [-1.70, -1.52, 0.57], [-1.81, -0.91, -1.18]],
  "nbo_charge": [-0.64, 0.57, -0.55, 0.28, -0.46, 0.25, -0.17, -0.21, -0.44, 0.18, -0.26, -0.20, -0.25, -0.20, -0.26, -0.23, 0.50, 0.18, 0.20, 0.20, 0.22, 0.22, 0.21, 0.23, 0.21, 0.23, 0.20]
}



# 4
{
  "formula": "C12H11NO4Pt",
  "method": "wB97M-V/def2-TZVPD",
  "multiplicity": 3,
  "relative_energy_kcal_mol": 34.3,
  "e_homo_ev": [-14.584, -14.587],
  "orbital_gap_ha": [0.2121, 0.1725],
  "total_charge": 2,
  "lumo_ha": [-0.324, -0.364],
  "s_squared": 2.03,
  "molar_mass_g_mol": 428.30,
  "total_energy_ev": -25527.867,
  "elements": ["Pt", "O", "C", "C", "O", "C", "O", "C", "O", "C", "H", "H", "C", "H", "H", "N", "C", "C", "C", "C", "C", "C", "H", "H", "H", "H", "H", "H", "H"],
  "positions_angstrom": [[0.01, 0.02, -1.55], [0.15, 3.11, -0.70], [0.10, 2.00, -0.97], [-0.10, -2.00, -1.11], [-0.15, -3.13, -0.96], [2.02, -0.09, -1.16], [3.16, -0.15, -1.03], [-2.01, 0.10, -1.20], [-3.15, 0.15, -1.10], [0.04, 0.68, -6.22], [-0.87, 1.29, -6.23], [1.00, 1.20, -6.21], [-0.03, -0.67, -6.28], [0.88, -1.28, -6.32], [-0.99, -1.19, -6.34], [-0.02, -0.01, 1.25], [-0.01, -0.01, 2.57], [1.28, -0.20, 3.17], [1.23, -0.18, 4.54], [0.00, 0.01, 5.18], [-1.23, 0.19, 4.55], [-1.29, 0.18, 3.18], [0.87, -0.20, 0.81], [-0.91, 0.15, 0.81], [2.16, -0.32, 2.50], [2.17, -0.32, 5.01], [0.01, 0.02, 6.26], [-2.17, 0.34, 5.02], [-2.16, 0.30, 2.52]],
  "lowdin_spin": [0.57, 0.01, 0.10, 0.10, 0.01, 0.09, 0.01, 0.09, 0.01, 0.00, 0.00, 0.00, 0.00, 0.00, 0.00, 0.25, 0.15, 0.13, 0.02, 0.27, 0.02, 0.13, 0.01, 0.01, 0.00, 0.00, 0.01, 0.00, 0.00]
}